A cluster of 2 separate species, C5H14N2O in total. Source: the OMol25 dataset; level of theory: ωB97M-V/def2-TZVPD.

Each line ends with the Mulliken charge.
Positions of all 22 atoms, in Å:
C 2.454 -0.742 -0.923  -1.4498
O -1.990 0.765 -1.722  -0.7629
C 1.718 0.274 -0.056  0.3858
C 0.181 0.409 -0.481  -0.6127
C -0.739 0.876 0.653  -1.2969
C -1.295 -0.323 1.346  -0.2295
N -2.177 -1.069 0.467  -0.4605
N 1.730 -0.185 1.279  -0.5052
H -2.600 0.701 -2.462  0.1308
H 2.440 -0.508 -1.984  0.3297
H 2.125 1.287 -0.091  0.4424
H 0.247 1.038 -1.380  0.4450
H -0.202 -0.549 -0.831  0.5012
H -0.199 1.580 1.290  0.4247
H -1.557 1.273 0.034  0.5043
H -0.481 -0.992 1.719  0.2256
H -1.862 0.021 2.220  0.3374
H -3.040 -1.344 0.902  0.2509
H -2.239 -0.582 -0.452  0.2315
H 1.981 -1.706 -0.716  0.3933
H 3.486 -0.885 -0.596  0.3924
H 2.019 0.660 1.785  0.3225

Results
DFT total energy   -10432.760 eV
Relative energy (zero: lowest compared OMol25 entry of this formula, charge and spin)   8.268 eV
HOMO energy   -8.0255 eV
Kohn-Sham gap   4.43 eV
LUMO energy   -3.60 eV
Strongest force on any atom   3.0 eV/A


An isolated molecule of C5H14N2O. Source: the OMol25 dataset; level of theory: ωB97M-V/def2-TZVPD.

Each line ends with the Mulliken charge.
Positions of all 22 atoms, in Å:
C -0.997 -0.528 -0.792  -0.7258
N -1.346 0.959 -0.845  -0.4567
C -0.278 1.795 -1.517  -0.4208
N 0.329 0.928 -2.489  -0.4698
C 0.257 -0.817 -0.030  -0.6359
C 0.315 -0.083 1.314  -0.6335
C 0.288 -1.048 2.484  -0.4535
O 1.525 -1.509 3.023  -0.5123
H -0.902 -0.943 -1.855  0.3511
H -1.790 -0.932 -0.151  0.4444
H -2.262 1.157 -1.371  0.2731
H -0.625 2.692 -1.944  0.4281
H 0.647 2.126 -0.833  0.1698
H -0.021 0.673 -3.363  0.1496
H 1.184 0.570 -2.293  0.1993
H 0.344 -1.971 -0.090  0.3451
H 1.112 -0.953 -0.796  0.3575
H -0.613 0.527 1.411  0.3467
H 1.134 0.523 1.484  0.4216
H -0.315 -0.496 3.420  0.1959
H -0.160 -1.985 2.188  0.3202
H 2.176 -0.685 3.046  0.3056

Results
DFT total energy   -10436.588 eV
Relative energy (zero: lowest compared OMol25 entry of this formula, charge and spin)   4.440 eV
HOMO energy   -8.4358 eV
Kohn-Sham gap   9.39 eV
LUMO energy   0.96 eV
SMILES   NCNCCCCO
Strongest force on any atom   4.1 eV/A


The lowest DFT total energy belongs to which entry?
number 2